Entry 1:
{"formula": "C43H56AlN5Se", "method": "wB97M-V/def2-TZVPD", "molar_mass_g_mol": 748.9, "de_lowest_ev": 1.127, "largest_force_ha_per_bohr": 0.006, "spin_multiplicity": 1, "lumo_ev": 0.194, "orbital_gap_ev": 7.7, "e_tot_ha": -4589.845313, "total_charge": 0, "symbols": ["Al", "N", "C", "C", "C", "C", "N", "H", "H", "H", "H", "H", "H", "H", "H", "H", "H", "H", "H", "C", "C", "C", "C", "C", "C", "C", "C", "C", "C", "C", "C", "N", "C", "C", "C", "C", "C", "N", "C", "C", "C", "C", "H", "H", "H", "H", "H", "H", "H", "H", "H", "H", "H", "H", "H", "H", "H", "H", "H", "H", "H", "H", "H", "H", "H", "H", "H", "H", "H", "H", "H", "N", "C", "C", "C", "C", "C", "C", "C", "C", "C", "H", "H", "H", "H", "C", "C", "C", "C", "C", "C", "Se", "C", "C", "C", "H", "H", "H", "H", "H", "H", "H", "H", "H", "H", "H"], "xyz": [[0.37989, -0.46708, 0.61339], [0.75726, 1.06186, 1.96449], [1.22140, 0.68301, 3.32893], [2.72814, 0.68370, 3.51738], [3.48372, -0.47564, 2.86903], [3.56349, -0.39093, 1.35204], [2.37893, -0.89340, 0.62152], [1.40469, 1.72365, 1.53625], [-0.11873, 1.57749, 2.04002], [0.82133, -0.31039, 3.53895], [0.77981, 1.36206, 4.05492], [2.89300, 0.64587, 4.59635], [3.15783, 1.63430, 3.17935], [3.05107, -1.43268, 3.17756], [4.50916, -0.46402, 3.24434], [4.43372, -0.94226, 0.98969], [3.71660, 0.64693, 1.06018], [2.46361, -1.90094, 0.49746], [2.47237, -0.58364, -0.35398], [-3.14703, 2.43970, 1.15461], [-2.34508, 1.84268, -0.00183], [-3.25046, 1.60355, -1.21305], [-1.15449, 2.70247, -0.38567], [-1.31476, 4.08449, -0.41205], [-0.27622, 4.92570, -0.76932], [0.95025, 4.37815, -1.09197], [1.15201, 3.00059, -1.08637], [2.54281, 2.49412, -1.40619], [3.54284, 2.97252, -0.34704], [3.01439, 2.94127, -2.79150], [0.08734, 2.13722, -0.75420], [0.23859, 0.72634, -0.77691], [0.05203, 0.01405, -2.06837], [-0.71733, -1.20416, -1.71261], [-1.78150, -1.93896, -2.04509], [-1.57081, -3.25403, -1.46866], [-0.37344, -3.28821, -0.85220], [0.22604, -1.98550, -0.95199], [0.29653, -4.48346, -0.21317], [1.42638, -4.08654, 0.73747], [-0.74456, -5.29856, 0.56215], [0.90023, -5.35436, -1.32775], [-3.90158, 1.73288, 1.49526], [-3.66500, 3.35372, 0.85676], [-2.50819, 2.68999, 2.00680], [-1.97781, 0.86154, 0.31212], [-3.61173, 2.55366, -1.61396], [-4.11515, 0.99771, -0.93163], [-2.71106, 1.08451, -2.00762], [-2.27304, 4.51432, -0.15049], [-0.42146, 5.99823, -0.78782], [1.77279, 5.03219, -1.35655], [2.50941, 1.40314, -1.39449], [3.71243, 4.04725, -0.43583], [4.50748, 2.47318, -0.46379], [3.17704, 2.79590, 0.66821], [3.20303, 4.01696, -2.80651], [2.26853, 2.72116, -3.55291], [3.94008, 2.43290, -3.06840], [-0.41885, 0.65720, -2.81166], [-2.60963, -1.63279, -2.66522], [-2.26416, -4.07761, -1.53656], [1.09709, -3.37391, 1.49960], [2.25948, -3.68060, 0.16072], [1.79267, -4.97504, 1.25552], [-1.18435, -4.70546, 1.36527], [-0.27166, -6.18329, 0.99425], [-1.54652, -5.64122, -0.09273], [1.61861, -4.77608, -1.90936], [0.11753, -5.70758, -2.00057], [1.40178, -6.22340, -0.89370], [5.63660, 1.24912, -7.45068], [4.91594, 0.91532, -6.61907], [4.01460, 0.50260, -5.58028], [4.49077, -0.21264, -4.48021], [3.62260, -0.59467, -3.47791], [2.25964, -0.27866, -3.53857], [1.80045, 0.43069, -4.65121], [2.66047, 0.81615, -5.66303], [1.33652, -0.72472, -2.48908], [1.50830, -1.90170, -1.82790], [5.54260, -0.46020, -4.42105], [3.98294, -1.16377, -2.63032], [0.74891, 0.67593, -4.73247], [2.28968, 1.36166, -6.52072], [-6.73002, 0.72420, 3.73580], [-5.38806, 0.19642, 3.30892], [-5.23024, -0.50698, 2.12537], [-3.99561, -1.00320, 1.71562], [-3.92646, -1.78206, 0.43676], [-2.86472, -0.76900, 2.51165], [-1.22068, -1.68156, 2.01995], [-3.00742, -0.07779, 3.72134], [-1.85786, 0.20738, 4.64168], [-4.26234, 0.39238, 4.09423], [-7.51052, 0.42549, 3.03724], [-6.72271, 1.81461, 3.78679], [-7.00032, 0.35289, 4.72553], [-6.09560, -0.69107, 1.49780], [-4.91514, -1.86492, -0.01500], [-3.52690, -2.78332, 0.60400], [-3.25370, -1.30002, -0.27131], [-1.33246, 1.10772, 4.31466], [-1.14530, -0.61489, 4.66198], [-2.21534, 0.39732, 5.65330], [-4.35745, 0.92489, 5.03523]], "mulliken_charge": [-0.310, -0.337, -0.418, -0.893, -0.886, -0.265, -0.197, -0.023, 0.273, 0.148, 0.403, 0.427, 0.315, 0.332, 0.445, 0.675, -0.098, -0.167, -0.097, -1.538, 3.264, -1.576, -0.039, -0.665, -1.416, -0.598, 0.392, 2.952, -1.900, -1.966, -0.725, 3.019, 0.317, -0.797, -1.041, -0.393, -0.592, 1.195, 2.548, -1.409, -1.684, -1.868, 0.134, 0.531, 0.328, -1.867, 0.410, 0.362, 0.195, 0.351, 0.397, 0.379, -1.625, 0.416, 0.420, 0.374, 0.435, 0.381, 0.449, 1.334, 0.527, 0.545, -0.001, 0.228, 0.657, 0.222, 0.482, 0.335, 0.328, 0.357, 0.471, -0.565, -0.055, 0.634, -1.055, -0.348, 0.564, -0.234, -0.987, -0.374, -1.289, 0.456, 0.412, 0.390, 0.448, -1.679, 0.698, -1.184, 0.473, -0.902, 0.755, 0.054, 0.736, -1.525, -0.965, 0.369, 0.321, 0.375, 0.278, 0.412, 0.406, -0.319, 0.139, 0.257, 0.528, 0.409]}



Entry 2:
{"formula": "C39H34ClN3NdSSi2", "method": "wB97M-V/def2-TZVPD", "molar_mass_g_mol": 812.7, "de_lowest_ev": 0.000, "largest_force_ha_per_bohr": 0.051, "spin_multiplicity": 4, "lumo_ev": [-3.609, -3.606], "orbital_gap_ev": [6.4, 6.4], "e_tot_ha": -3669.542070, "total_charge": 1, "symbols": ["C", "C", "C", "H", "C", "C", "H", "H", "H", "H", "Nd", "Si", "C", "C", "H", "C", "H", "C", "H", "C", "H", "C", "H", "C", "C", "H", "C", "H", "C", "H", "C", "H", "C", "H", "H", "Si", "C", "C", "H", "C", "H", "C", "H", "C", "H", "C", "H", "C", "C", "H", "C", "H", "C", "H", "C", "H", "C", "H", "H", "Cl", "N", "C", "C", "C", "C", "C", "C", "N", "C", "C", "C", "S", "C", "N", "H", "H", "H", "H", "H", "H", "H"], "xyz": [[-1.71524, -0.58208, 4.49101], [-2.30068, -0.29135, 3.21986], [-1.75064, -1.19355, 2.26262], [-3.08697, 0.43794, 3.02418], [-0.82592, -2.04509, 2.94110], [-0.80628, -1.66724, 4.31572], [-0.26054, -2.18834, 5.10888], [-1.96600, -0.11514, 5.44391], [-2.05253, -1.30954, 1.22113], [-0.28237, -2.88485, 2.49586], [0.33994, 0.32847, 2.87566], [-0.63063, 0.07707, -4.34047], [-0.12943, 1.64300, -5.21139], [1.21846, 1.86659, -5.54691], [1.97603, 1.10795, -5.31913], [1.60368, 3.07086, -6.14657], [2.65298, 3.23411, -6.39986], [0.64464, 4.04624, -6.44532], [0.94368, 4.98000, -6.92911], [-0.69826, 3.82024, -6.11239], [-1.44640, 4.58343, -6.32913], [-1.08844, 2.63095, -5.48813], [-2.13718, 2.45803, -5.22282], [0.16864, -1.39302, -5.18802], [-0.18339, -1.68703, -6.51787], [-0.88021, -1.03564, -7.04607], [0.34159, -2.81100, -7.16594], [0.06219, -3.02121, -8.19827], [1.22346, -3.66472, -6.49155], [1.61818, -4.55416, -6.98695], [1.59977, -3.36688, -5.17605], [2.28162, -4.02661, -4.63554], [1.09533, -2.22841, -4.53863], [1.42472, -2.00425, -3.51875], [-2.10639, -0.07879, -4.38243], [0.17887, 0.13583, -2.11813], [-0.67495, -1.43206, -1.51903], [-2.03201, -1.67591, -1.78123], [-2.65725, -0.90917, -2.24212], [-2.59574, -2.92666, -1.49754], [-3.64394, -3.11430, -1.73544], [-1.81051, -3.92911, -0.92586], [-2.24809, -4.90636, -0.71200], [-0.46672, -3.67621, -0.62598], [0.14562, -4.46302, -0.18114], [0.09541, -2.43014, -0.90437], [1.13904, -2.22123, -0.65497], [-0.76487, 1.62549, -1.46410], [-1.95114, 1.48411, -0.72546], [-2.22190, 0.51135, -0.30903], [-2.82829, 2.56556, -0.60097], [-3.78855, 2.43282, -0.09593], [-2.49058, 3.81209, -1.13589], [-3.18563, 4.64772, -1.06154], [-1.25734, 3.98773, -1.77114], [-0.99388, 4.96575, -2.18211], [-0.38416, 2.90749, -1.90337], [0.58109, 3.04029, -2.39322], [1.54605, 0.11379, -1.60404], [1.79549, 1.17774, 0.95590], [2.60044, 0.06754, 6.81936], [1.80432, 1.07639, 7.36836], [1.62468, 1.43598, 8.68801], [0.53913, 2.27604, 8.98801], [-0.33214, 2.70814, 7.97351], [-0.14422, 2.32722, 6.63516], [0.93955, 1.48399, 6.34501], [1.23242, 0.74160, 5.19410], [2.24227, -0.11832, 5.52648], [2.73147, -1.17420, 4.66144], [3.59924, -2.21800, 4.92347], [3.68260, -3.30114, 3.55901], [2.56590, -2.29137, 2.69796], [2.16177, -1.21322, 3.38377], [3.33547, -0.44686, 7.29839], [2.31620, 1.05973, 9.44045], [0.37071, 2.59124, 10.01962], [-1.17295, 3.35407, 8.23988], [-0.80860, 2.64047, 5.82752], [4.14867, -2.34965, 5.85201], [2.22967, -2.50924, 1.68453]], "lowdin_spin": [-0.006, -0.008, -0.002, 0.000, -0.004, -0.007, 0.000, 0.000, 0.001, 0.000, 3.043, 0.000, 0.000, 0.000, 0.000, 0.000, 0.000, 0.000, 0.000, 0.000, 0.000, 0.000, 0.000, 0.000, 0.000, 0.000, 0.000, 0.000, 0.000, 0.000, 0.000, 0.000, 0.000, 0.000, 0.000, 0.000, 0.000, 0.000, 0.000, 0.000, 0.000, 0.000, 0.000, 0.000, 0.000, 0.000, 0.000, 0.000, 0.000, 0.000, 0.000, 0.000, 0.000, 0.000, 0.000, 0.000, 0.000, 0.000, 0.000, -0.009, 0.000, 0.000, 0.000, 0.000, 0.000, 0.000, 0.000, -0.005, 0.000, 0.000, 0.000, 0.001, 0.002, -0.006, 0.000, 0.000, 0.000, 0.000, 0.000, 0.000, 0.000]}



Entry 3:
{"formula": "C3H6N2O3S2", "method": "wB97M-V/def2-TZVPD", "molar_mass_g_mol": 182.2, "de_lowest_ev": 0.550, "largest_force_ha_per_bohr": 0.102, "spin_multiplicity": 1, "lumo_ev": -0.994, "orbital_gap_ev": 8.7, "e_tot_ha": -1249.444682, "total_charge": 0, "symbols": ["C", "C", "C", "N", "N", "O", "O", "O", "S", "S", "H", "H", "H", "H", "H", "H"], "xyz": [[0.03699, -0.44068, 1.54224], [-1.48022, -0.26275, 1.45040], [1.12185, -0.55429, -0.54708], [0.81974, -0.84570, 0.61198], [1.67600, -1.24951, -1.51879], [-1.06904, 0.33474, -1.44981], [0.27747, 2.07937, -0.46684], [0.91624, 1.14896, -2.65966], [-1.70032, 1.29397, 2.33101], [0.20223, 0.98714, -1.41518], [0.59177, -0.23048, 2.47744], [-1.64483, -0.34490, 0.39083], [-1.97712, -1.11808, 1.89212], [1.74760, -2.19517, -1.58649], [1.74479, -0.91103, -2.45858], [-1.26315, 2.30842, 1.40641]], "mulliken_charge": [-0.191, -0.257, 0.492, -0.295, -0.390, -0.615, -0.576, -0.632, -0.248, 1.074, 0.382, 0.230, 0.362, 0.205, 0.237, 0.222]}



Entry 4:
{"formula": "C2H3Cl2N2P", "method": "wB97M-V/def2-TZVPD", "molar_mass_g_mol": 156.9, "de_lowest_ev": 6.540, "largest_force_ha_per_bohr": 0.132, "spin_multiplicity": 1, "lumo_ev": [-1.356, -2.406], "orbital_gap_ev": [8.8, 6.4], "e_tot_ha": -1449.055133, "total_charge": 0, "symbols": ["C", "C", "N", "N", "P", "Cl", "Cl", "H", "H", "H"], "xyz": [[-0.84673, -0.62919, -0.63772], [-0.77640, 0.82713, -0.04154], [2.15354, -1.56406, 0.10842], [0.40114, 0.58423, 0.79573], [0.78075, -1.09862, 0.49362], [-0.91753, -0.81492, -2.31665], [-0.61321, 2.08278, -1.19947], [-1.65999, 1.16893, 0.69498], [1.34065, 1.02106, 0.48558], [0.13776, -1.57735, 1.61705]], "mulliken_charge": [-0.013, 0.027, -0.468, -0.479, 0.459, -0.085, -0.147, 0.248, 0.350, 0.108]}



Entry 5:
{"formula": "C4H5NO", "method": "wB97M-V/def2-TZVPD", "molar_mass_g_mol": 83.1, "de_lowest_ev": 4.898, "largest_force_ha_per_bohr": 0.018, "spin_multiplicity": 1, "lumo_ev": 0.858, "orbital_gap_ev": 10.8, "smiles": "C#[N+][O-].C#CC", "e_tot_ha": -285.234580, "total_charge": 0, "symbols": ["C", "N", "O", "H", "C", "C", "C", "H", "H", "H", "H"], "xyz": [[0.54176, 1.46778, -1.48765], [1.62338, 1.14802, -1.75512], [2.74711, 0.84249, -2.06291], [-0.43355, 1.59309, -1.07254], [-1.74098, 0.58196, 0.78984], [-0.95334, -0.32688, 0.86947], [-0.01703, -1.44697, 0.97372], [-2.44930, 1.37971, 0.73474], [0.72376, -1.26731, 1.75883], [-0.55989, -2.36481, 1.21961], [0.51807, -1.60708, 0.03201]], "mulliken_charge": [-0.063, 0.441, -0.596, 0.191, -0.304, 0.197, -1.076, 0.368, 0.286, 0.285, 0.271]}



Entry 6:
{"formula": "C11H14N2O6V", "method": "wB97M-V/def2-TZVPD", "molar_mass_g_mol": 321.2, "de_lowest_ev": 0.180, "largest_force_ha_per_bohr": 0.033, "spin_multiplicity": 3, "lumo_ev": [-4.317, -4.161], "orbital_gap_ev": [8.9, 9.1], "e_tot_ha": -1932.329129, "total_charge": 1, "symbols": ["V", "O", "C", "O", "C", "C", "N", "N", "C", "C", "O", "O", "H", "H", "H", "C", "C", "C", "O", "C", "H", "H", "H", "H", "H", "H", "H", "H", "C", "C", "O", "H", "H", "H"], "xyz": [[0.07197, 0.03127, -0.54430], [2.58413, -3.89893, 2.81023], [1.77274, -4.53608, 1.96696], [1.63855, -5.72576, 1.96943], [1.07516, -3.72269, 0.92696], [0.15109, -4.27085, 0.05640], [-0.30477, -3.28197, -0.72362], [0.27453, -2.11235, -0.42770], [1.10973, -2.37597, 0.57813], [1.83445, -1.18027, 1.10602], [2.40521, -1.16134, 2.15916], [1.70390, -0.13252, 0.26674], [2.60148, -2.93772, 2.64309], [-0.18220, -5.29122, -0.04547], [-1.00067, -3.33143, -1.44980], [-1.37018, 4.00795, 0.43526], [-0.81259, 3.38392, 1.71956], [0.34258, 2.55938, 1.22531], [-0.19049, 1.96932, -0.02675], [-1.05716, 2.98963, -0.66014], [-0.87791, 4.95514, 0.22238], [-2.43980, 4.19281, 0.49930], [-1.55351, 2.74397, 2.19894], [-0.48955, 4.13423, 2.43887], [0.66075, 1.74172, 1.86353], [1.20894, 3.15544, 0.94260], [-1.92892, 2.46102, -1.03410], [-0.49202, 3.41065, -1.48827], [-1.03681, 0.52193, -3.69297], [-0.77483, 0.21083, -2.27312], [-1.66655, -0.19184, -1.48729], [-0.87384, -0.40717, -4.25094], [-0.31867, 1.24989, -4.06116], [-2.06473, 0.83902, -3.86325]], "lowdin_spin": [1.915, 0.000, 0.000, 0.000, 0.001, 0.007, 0.000, 0.005, 0.010, 0.007, 0.004, 0.013, 0.000, 0.000, 0.000, 0.000, 0.001, 0.004, 0.018, 0.004, 0.000, 0.000, 0.000, 0.000, 0.001, 0.000, 0.000, 0.000, -0.012, -0.030, 0.055, -0.001, 0.000, -0.002]}